Entry 1:
{"formula": "CH6Cl3NSi2", "method": "ωB97M-V/def2-TZVPD", "elements": ["Cl", "Cl", "Cl", "Si", "Si", "N", "C", "H", "H", "H", "H", "H", "H"], "coordinates": [[3.653, 0.361, 1.637], [3.998, 1.649, -0.844], [4.634, -1.172, -0.528], [1.635, -0.585, -0.558], [-1.236, 0.220, 0.259], [0.453, 0.496, 0.203], [3.511, 0.120, -0.134], [-1.835, 1.384, -0.286], [-1.452, -0.974, -0.426], [1.737, -1.903, 0.043], [0.723, 1.387, -0.235], [-1.618, 0.303, 1.599], [1.395, -0.541, -2.017]], "forces_ev_per_a": [[-0.4026, -0.1235, 0.1718], [-0.1425, 0.1579, -0.6366], [0.2965, -0.3079, -0.5705], [0.5723, 1.7278, 0.8971], [1.1086, 1.2718, 0.2076], [2.4618, -0.3529, -1.3358], [-1.3067, -0.3751, 0.5950], [-0.7730, 0.8161, -0.9278], [-0.7456, -1.6676, -0.7571], [-0.2507, -0.3507, 0.0488], [-0.4388, -0.0267, 0.5664], [-0.7528, -0.5283, 1.7377], [0.3736, -0.2410, 0.0035]], "lowdin_charge": [0.470, 0.508, 0.500, 0.481, 0.501, -0.363, -1.788, -0.086, -0.089, -0.032, 0.024, -0.100, -0.025], "multiplicity": 1, "relative_energy_ev": 0.000, "smiles": "[SiH3]N[SiH2]C(Cl)(Cl)Cl"}

---

Entry 2:
{"formula": "C3H10N2O2", "method": "ωB97M-V/def2-TZVPD", "elements": ["O", "O", "N", "N", "C", "C", "C", "H", "H", "H", "H", "H", "H", "H", "H", "H", "H"], "coordinates": [[-0.632, -0.780, 2.501], [0.721, -2.459, -0.383], [-0.289, 0.356, -0.335], [-0.995, 1.389, -2.528], [0.248, 0.003, 2.217], [0.556, 0.579, 0.816], [0.168, 1.234, -1.471], [1.111, 0.731, -1.926], [0.750, 1.688, 0.911], [1.620, 0.228, 0.496], [0.204, -1.561, -0.482], [-0.571, 1.395, -3.385], [-1.295, 0.399, -0.076], [-1.245, 0.356, -2.509], [0.431, 2.320, -1.178], [0.377, -2.996, -1.072], [1.065, 0.233, 2.936]], "forces_ev_per_a": [[0.5297, 1.2250, -0.4294], [-0.7674, 2.9786, 0.5905], [-0.6778, 0.2739, -0.4275], [0.3795, -3.3111, 4.6690], [0.0819, -1.3598, -1.1137], [2.1672, 0.9284, -0.1947], [-0.4915, 0.7357, -0.9781], [-1.5185, 0.8374, 0.7669], [-0.2917, -0.7162, 0.4669], [-1.5315, 0.1483, 0.9469], [1.2061, -2.0653, 0.2631], [1.5713, 0.6658, -2.8793], [0.9509, 0.4822, -0.5704], [-0.5459, 1.4367, -0.1946], [-0.2845, -1.7305, -0.0020], [-0.4449, -0.7941, -0.9041], [-0.3330, 0.2649, -0.0096]], "lowdin_charge": [0.054, -0.106, -0.126, 0.004, -0.229, -0.236, -0.252, 0.133, 0.115, 0.153, 0.043, -0.003, 0.141, 0.076, 0.118, -0.005, 0.120], "multiplicity": 1, "relative_energy_ev": 2.886, "smiles": "NCNCC=O.O"}

---

Number 1: LUMO energy 0.549 eV, HOMO-LUMO gap 0.39281 Ha. Number 2: LUMO energy 0.762 eV, HOMO-LUMO gap 0.39122 Ha.